{
  "formula": "C5H11Cl4I2NNbO",
  "method": "wB97M-V/def2-TZVPD",
  "symbols": ["C", "N", "C", "C", "O", "C", "Nb", "I", "I", "H", "H", "H", "H", "H", "H", "H", "H", "H", "H", "H", "C", "Cl", "Cl", "Cl", "Cl"],
  "coordinates": [[1.736, -1.907, 0.522], [0.693, -1.470, -0.486], [0.703, 0.017, -0.414], [-0.581, -2.047, -0.073], [-0.569, -3.047, 0.698], [-2.002, -1.556, -0.555], [-2.808, -0.025, 0.985], [-5.286, 0.286, -0.426], [-3.940, -2.147, 2.555], [2.631, -1.235, 0.337], [1.327, -1.624, 1.550], [1.963, -3.010, 0.429], [-0.235, 0.519, -0.790], [1.556, 0.383, -1.104], [0.959, 0.391, 0.639], [-2.021, -1.162, -1.618], [-2.743, -2.426, -0.524], [-1.254, -0.274, 1.930], [-2.038, 1.283, 0.006], [-3.328, 1.171, 2.275], [3.047, 3.576, -1.187], [4.034, 2.221, -0.600], [2.285, 3.129, -2.726], [1.790, 3.955, 0.006], [4.081, 5.000, -1.430]],
  "nbo_charge": [-0.422, -0.482, -0.439, 0.686, -0.658, -1.009, 1.225, -0.394, -0.369, 0.182, 0.202, 0.223, 0.239, 0.182, 0.190, 0.237, 0.269, -0.248, -0.289, -0.326, -0.218, 0.053, 0.057, 0.070, 0.039],
  "total_charge": -1,
  "orbital_gap_ev": 6.9,
  "de_lowest_kj_mol": 217.7,
  "homo_energy_ev": -5.31
}